1.
Here is a molecular structure, C8H26F2NO18P2S3Ti from OMol25. Energies are from ωB97M-V with the def2-TZVPD basis set.

Last column: natural (NBO) charge in e.
Geometry (Å):
Ti 0.721 -0.818 -0.807  1.32
S -0.786 -2.122 -2.982  2.56
S 4.031 -1.424 0.505  2.39
S 3.217 0.697 1.141  2.16
P -0.666 2.415 -1.376  2.62
P -1.791 -0.710 1.993  2.63
F 1.871 1.551 0.806  -0.55
F 3.724 -2.698 -0.436  -0.52
O 0.234 -1.109 -3.324  -1.03
O -1.151 -0.187 3.332  -0.82
O 0.102 1.180 -1.675  -1.10
O -0.716 -2.518 -1.572  -1.12
O 3.893 -2.025 1.829  -0.95
O 4.271 1.644 0.802  -0.96
O -0.917 2.648 0.199  -0.80
O 0.107 3.736 -1.837  -0.82
O 2.807 -0.188 -2.635  -0.75
O 0.858 -4.223 -0.090  -0.74
O -2.145 -1.771 -3.469  -1.08
O -3.221 0.037 2.025  -0.83
O -0.984 -0.387 0.802  -1.12
O -2.138 2.484 -1.958  -0.83
O -0.638 -3.292 -3.885  -1.09
O 5.367 -1.018 0.133  -0.96
O 2.905 0.421 2.549  -0.98
O -2.132 -2.240 2.262  -0.79
N 2.870 -0.545 -0.026  -1.33
C -2.915 -2.674 3.363  -0.24
C 0.846 -3.545 1.139  -0.20
C -0.470 1.062 3.433  -0.27
C 3.836 -0.969 -3.239  -0.25
C -1.774 3.690 0.604  -0.26
C -3.922 0.339 0.825  -0.25
C 1.369 4.043 -1.259  -0.25
C -2.678 1.338 -2.624  -0.26
H -0.525 1.681 2.536  0.21
H -3.669 1.357 0.522  0.18
H 0.612 1.001 3.570  0.24
H -1.262 4.093 1.483  0.19
H -3.750 1.273 -2.426  0.17
H -3.863 -2.136 3.326  0.18
H -2.570 1.482 -3.697  0.20
H -0.836 1.584 4.317  0.17
H -3.113 -3.744 3.364  0.20
H 4.708 -0.964 -2.580  0.18
H 1.174 -2.510 0.907  0.13
H 2.828 -0.348 -1.677  0.47
H -2.797 3.547 0.959  0.18
H 4.017 -0.582 -4.240  0.16
H 0.257 -3.785 -0.716  0.51
H 2.136 3.338 -1.579  0.23
H -4.995 0.309 1.014  0.18
H 1.246 4.068 -0.175  0.19
H -3.674 -0.346 0.013  0.22
H 3.527 -2.018 -3.278  0.17
H -1.814 4.446 -0.184  0.18
H -2.273 0.382 -2.292  0.25
H 1.682 5.046 -1.547  0.18
H -0.112 -3.501 1.672  0.14
H -2.374 -2.433 4.279  0.19
H 1.456 -4.062 1.879  0.18

As for the HOMO-LUMO gap (spin up / spin down): 2.8 / 5.0 eV. As for the net charge: -2. Its LUMO energy (spin up / spin down) is 0.1363 / 0.1359 hartree. The energy above the lowest of the compared OMol25 structures with the same formula, charge and spin comes out at 43.2 kcal/mol. As for the spin multiplicity: 4.

2.
Here is a molecular structure, C8H26LiN2O4 from OMol25. Energies are from ωB97M-V with the def2-TZVPD basis set.

Last column: natural (NBO) charge in e.
Geometry (Å):
O -18.540 9.974 5.673  -0.97
O -17.196 7.940 3.399  -0.97
O -12.307 9.419 4.637  -0.54
O -21.852 6.373 6.336  -0.54
N -18.193 6.540 6.010  -0.89
N -15.502 8.277 6.054  -0.89
C -19.612 7.275 7.886  -0.62
C -22.976 6.596 5.504  -0.25
C -19.522 6.335 6.695  -0.06
C -14.988 10.375 4.879  -0.63
C -20.617 6.575 5.690  -0.06
C -14.566 8.945 5.107  -0.07
C -13.145 8.885 5.622  -0.07
C -10.936 9.330 4.991  -0.25
Li -17.392 8.387 5.370  0.87
H -10.606 8.288 4.988  0.17
H -10.761 9.754 5.988  0.17
H -19.578 5.307 7.063  0.19
H -15.370 7.267 6.036  0.37
H -17.897 7.780 2.759  0.50
H -20.608 7.265 8.319  0.25
H -20.545 7.623 5.348  0.15
H -10.378 9.921 4.273  0.21
H -14.199 10.918 4.364  0.25
H -23.813 6.903 6.127  0.20
H -14.580 8.357 4.184  0.18
H -13.073 9.469 6.561  0.16
H -15.214 8.524 7.001  0.38
H -22.795 7.399 4.777  0.16
H -15.922 10.473 4.325  0.21
H -17.526 6.064 6.620  0.37
H -19.304 10.238 5.150  0.50
H -18.180 5.937 5.185  0.37
H -18.867 6.987 8.629  0.21
H -19.406 8.302 7.570  0.20
H -18.458 10.643 6.360  0.50
H -16.377 7.889 2.895  0.50
H -12.859 7.850 5.864  0.17
H -20.523 5.913 4.819  0.17
H -15.151 10.861 5.849  0.21
H -23.249 5.693 4.952  0.18

As for the HOMO-LUMO gap: 9.7 eV. As for the net charge: +1. Its LUMO energy is -0.1055 hartree. The energy above the lowest of the compared OMol25 structures with the same formula, charge and spin comes out at 0.0 kcal/mol. As for the spin multiplicity: 1.

3.
Here is 8 unconnected molecules or ions with the total composition C8H26O7 from OMol25. Energies are from ωB97M-V with the def2-TZVPD basis set.

Last column: natural (NBO) charge in e.
Geometry (Å):
O 3.482 -0.261 -0.764  -0.95
O 1.161 -1.104 3.991  -0.94
O -3.151 2.734 0.156  -0.95
O -1.166 -0.216 -3.347  -0.95
O -2.141 2.082 -2.261  -1.00
O 1.692 0.127 -2.968  -0.96
O 2.675 0.726 1.601  -0.96
C 0.246 -2.935 1.296  -0.66
C -0.764 -2.426 0.285  0.05
C -0.569 -0.004 0.636  -0.16
C -0.971 -3.067 -0.857  -0.43
C -0.390 1.007 1.476  -0.30
C 0.528 2.912 0.163  -0.40
C -1.500 -1.182 0.751  -0.49
C 0.457 2.200 1.282  -0.21
H 2.973 0.773 0.674  0.50
H -1.725 -1.237 1.820  0.22
H 1.902 0.158 1.540  0.45
H -2.363 2.316 -1.333  0.50
H 0.976 3.892 0.096  0.21
H 2.074 -0.650 -3.393  0.46
H 0.991 -0.515 3.251  0.46
H -3.816 2.178 0.573  0.49
H 0.034 -0.108 -0.292  0.22
H 3.283 0.029 -1.672  0.49
H 1.038 -3.511 0.803  0.22
H -0.239 -3.795 -1.180  0.19
H 0.545 -2.168 2.001  0.23
H 2.120 -1.140 4.074  0.48
H -0.894 0.700 -3.483  0.47
H -2.627 2.705 -2.808  0.48
H -2.304 2.503 0.565  0.49
H -2.363 -1.029 0.076  0.22
H 1.089 2.379 2.145  0.23
H 3.522 -1.209 -0.945  0.47
H -1.653 -2.741 -1.636  0.20
H -0.776 0.869 2.485  0.21
H -0.394 -3.632 1.831  0.23
H -1.738 -0.082 -2.582  0.49
H 0.808 0.153 -3.368  0.49
H -0.054 2.571 -0.679  0.19

As for the HOMO-LUMO gap: 9.5 eV. Its SMILES is C=C/C=C/CC(=C)C.O.O.O.O.O.O.O. Its LUMO energy is 0.0116 hartree. The energy above the lowest of the compared OMol25 structures with the same formula, charge and spin comes out at 40.6 kcal/mol. As for the spin multiplicity: 1.